# 1
Density functional theory data (ωB97M-V with the def2-TZVPD basis set) for a molecular structure, C32H25INO4OsPS2.

Cartesian coordinates (Å):
Os  1.26  -0.12  -0.67
I  0.03  -0.38  -2.99
S  0.59  -1.39  1.74
S  4.00  1.24  -2.09
P  -0.12  1.82  -0.57
O  -0.33  -1.12  0.61
O  2.21  -1.93  -0.96
O  3.95  -3.13  -0.21
O  0.23  -0.96  3.05
N  1.92  -0.56  1.16
C  0.07  2.93  -1.99
C  0.44  4.61  -4.18
C  0.42  3.13  3.25
C  0.15  4.29  0.73
C  -4.61  0.81  -0.08
C  1.46  4.44  -3.26
C  3.17  -2.23  -0.08
C  0.30  5.09  1.86
C  1.28  3.61  -2.17
C  0.27  2.33  2.13
C  -0.96  3.13  -2.91
C  0.68  -3.90  0.69
C  -1.90  1.37  -0.54
C  -2.56  -1.69  -2.74
C  0.13  2.90  0.86
C  1.57  -5.79  1.91
C  -4.53  -1.14  -1.52
C  1.91  -7.25  1.98
C  -3.89  -1.96  -2.39
C  3.19  -1.29  1.12
C  -3.87  -0.03  -0.94
C  2.75  0.70  -1.40
C  -2.50  0.26  -1.23
C  -0.77  3.96  -4.00
C  1.00  -5.24  0.76
C  -4.04  1.90  0.50
C  -2.68  2.16  0.27
C  0.44  4.52  3.11
C  -1.91  -0.62  -2.19
C  0.93  -3.10  1.79
C  1.79  -4.96  3.01
C  1.48  -3.62  2.97
H  0.31  6.17  1.75
H  0.82  -5.88  -0.09
H  -1.57  4.10  -4.71
H  0.25  1.26  2.26
H  3.40  -1.84  2.04
H  0.58  5.27  -5.03
H  2.86  -7.40  2.50
H  1.64  -2.98  3.82
H  0.03  4.76  -0.24
H  -4.40  -2.81  -2.83
H  -5.65  0.56  0.11
H  2.40  4.97  -3.38
H  0.26  -3.48  -0.21
H  1.14  -7.79  2.54
H  3.99  -0.55  0.99
H  -2.06  -2.32  -3.46
H  0.56  5.15  3.98
H  2.07  3.51  -1.43
H  0.52  2.68  4.22
H  1.98  -7.69  0.99
H  -5.56  -1.31  -1.25
H  -4.61  2.56  1.14
H  -1.91  2.63  -2.77
H  -2.24  3.00  0.79
H  2.23  -5.37  3.91

Its total charge is +1. The value obtained for the HOMO-LUMO gap (alpha / beta) is 8.37 / 6.56 eV. For the HOMO energy (alpha / beta), the calculation gives -11.33 / -11.51 eV. For the total energy, the calculation gives -84791.885 eV. The LUMO energy (alpha / beta) is -0.1089 / -0.1821 Eh. The expectation value of S² is 0.756. The multiplicity is 2.

=====

# 2
Density functional theory data (ωB97M-V with the def2-TZVPD basis set) for a molecular structure, C32H25N8O5S2Ti.

Cartesian coordinates (Å):
Ti  0.57  0.19  -0.58
S  -0.72  2.03  -1.23
S  -8.95  -5.53  -2.72
O  -8.97  -5.80  -4.14
O  6.60  5.32  -2.71
O  4.95  5.82  -4.08
O  -9.52  -4.26  -2.32
O  -6.87  -4.94  -2.66
N  0.36  1.11  1.07
N  2.34  0.70  -1.27
N  -1.93  1.69  1.20
N  -5.32  -3.77  -1.52
N  -0.34  3.45  0.98
N  -6.99  -5.07  -0.39
N  -1.39  -0.88  -0.54
N  1.21  -1.72  -0.94
C  4.63  3.90  -2.71
C  -2.73  -2.44  0.67
C  1.60  0.68  3.09
C  3.11  1.73  -1.76
C  2.34  2.45  1.65
C  -0.66  2.09  0.62
C  -1.47  3.23  3.02
C  2.82  -2.47  0.71
C  4.49  1.81  -1.50
C  -6.40  -4.61  -1.54
C  -3.64  -2.53  -0.38
C  -2.28  -0.94  -1.54
C  3.28  3.79  -3.01
C  -2.21  2.17  2.36
C  5.23  2.88  -1.96
C  3.42  2.68  2.49
C  2.34  -1.46  -0.19
C  -6.48  -4.67  0.75
C  -3.39  -1.75  -1.51
C  -4.84  -3.42  -0.34
C  2.52  2.74  -2.54
C  2.83  -0.16  -0.28
C  2.69  0.90  3.92
C  2.31  -3.72  0.61
C  -1.63  -1.63  0.55
C  0.74  -2.99  -1.04
C  -5.38  -3.83  0.87
C  5.37  5.08  -3.23
C  3.60  1.91  3.63
C  -0.61  3.91  2.23
C  1.41  1.45  1.94
C  1.27  -4.01  -0.32
H  4.98  1.02  -0.95
H  -4.07  -1.80  -2.35
H  6.29  2.88  -1.75
H  2.70  -4.51  1.24
H  0.88  -0.10  3.31
H  -2.86  -3.03  1.57
H  2.24  3.01  0.72
H  6.77  4.71  -1.98
H  3.53  0.20  0.47
H  0.88  -5.01  -0.43
H  -1.72  3.56  4.01
H  -0.11  -3.13  -1.69
H  0.15  4.01  0.31
H  2.82  0.29  4.81
H  4.44  2.08  4.28
H  -3.12  1.81  2.82
H  3.61  -2.23  1.40
H  -5.01  -3.51  1.83
H  -0.90  -1.55  1.35
H  -6.98  -5.05  1.65
H  2.82  4.57  -3.61
H  4.13  3.45  2.24
H  -0.15  4.84  2.51
H  1.47  2.67  -2.76
H  -2.07  -0.30  -2.39

Its total charge is -1. The value obtained for the HOMO-LUMO gap (alpha / beta) is 6.89 / 6.89 eV. For the HOMO energy (alpha / beta), the calculation gives -5.38 / -5.38 eV. For the total energy, the calculation gives -100538.369 eV. The LUMO energy (alpha / beta) is 0.0556 / 0.0556 Eh. The multiplicity is 1.

=====

# 3
Density functional theory data (ωB97M-V with the def2-TZVPD basis set) for a molecular structure, C32H25N8O5S2Ti at a distorted geometry.

Cartesian coordinates (Å):
Ti  0.44  0.19  -0.56
S  -8.75  -5.22  -2.72
S  -0.70  2.10  -1.32
O  5.08  5.79  -3.45
O  6.56  5.32  -1.88
O  -6.66  -5.24  -2.59
O  -8.81  -5.15  -4.16
O  -8.98  -3.96  -2.03
N  -1.53  -0.81  -0.40
N  -1.94  1.74  1.10
N  -0.46  3.59  0.90
N  2.37  0.47  -1.13
N  0.37  1.27  0.99
N  -6.78  -5.41  -0.33
N  -5.21  -3.96  -1.43
N  0.97  -1.76  -0.94
C  1.97  -4.07  0.27
C  0.77  -4.11  -0.53
C  3.17  1.54  -1.49
C  -1.71  -1.57  0.68
C  -1.70  3.37  2.87
C  0.32  -2.96  -1.07
C  2.18  -1.75  -0.28
C  -2.76  -2.45  0.80
C  3.92  2.41  2.98
C  -3.64  -2.60  -0.26
C  -6.22  -4.88  -1.46
C  2.65  2.54  -2.32
C  2.65  -2.92  0.41
C  -4.77  -3.59  -0.24
C  -2.31  2.24  2.21
C  -0.85  4.08  2.10
C  4.51  1.67  -1.07
C  -3.45  -1.81  -1.39
C  5.25  2.79  -1.41
C  2.86  -0.54  -0.33
C  -5.29  -4.06  0.96
C  -0.69  2.22  0.54
C  2.28  2.84  1.26
C  1.55  1.72  1.65
C  5.44  5.03  -2.59
C  -2.41  -0.90  -1.40
C  3.40  3.64  -2.66
C  3.44  3.19  1.93
C  4.70  3.80  -2.19
C  2.04  0.93  2.68
C  3.22  1.26  3.34
C  -6.32  -4.98  0.83
H  -2.25  -0.23  -2.23
H  3.76  -0.44  0.26
H  3.58  0.64  4.15
H  1.63  2.44  -2.67
H  4.83  2.68  3.49
H  -0.48  5.06  2.36
H  2.32  -4.97  0.75
H  4.00  4.06  1.61
H  -4.13  -1.90  -2.22
H  -2.86  -3.05  1.70
H  2.98  4.41  -3.30
H  -2.03  3.74  3.83
H  1.98  3.41  0.40
H  -0.61  -2.94  -1.63
H  -0.99  -1.45  1.48
H  -3.22  1.82  2.65
H  3.55  -2.85  1.00
H  -6.79  -5.40  1.71
H  -4.95  -3.72  1.93
H  6.28  2.83  -1.06
H  1.48  0.05  2.98
H  0.22  -5.03  -0.67
H  4.97  0.91  -0.46
H  6.65  4.69  -1.15
H  -0.05  4.19  0.21

Its total charge is -1. The value obtained for the HOMO-LUMO gap (alpha / beta) is 6.19 / 6.19 eV. For the HOMO energy (alpha / beta), the calculation gives -4.84 / -4.84 eV. For the total energy, the calculation gives -100537.784 eV. The LUMO energy (alpha / beta) is 0.0496 / 0.0494 Eh. The multiplicity is 1.

=====

# 4
Density functional theory data (ωB97M-V with the def2-TZVPD basis set) for a molecular structure, C32H26BF16N4O2Ta.

Cartesian coordinates (Å):
Ta  -0.25  -0.12  -0.10
F  -2.98  -2.15  0.33
F  -4.24  -1.23  -1.36
F  -1.72  3.59  2.24
F  4.95  -0.58  0.72
F  4.00  1.13  -0.16
F  3.00  1.66  2.27
F  -1.54  2.57  4.12
F  3.77  -0.20  3.06
F  0.04  2.41  2.66
F  1.66  0.22  3.15
F  -4.06  2.08  2.88
F  -4.07  0.36  1.57
F  -2.58  -2.74  -1.84
F  -1.94  -0.52  -1.13
F  -3.55  2.29  0.79
F  3.66  -0.83  -1.01
O  1.56  0.38  0.32
O  -1.32  1.04  0.93
N  0.76  -3.86  -2.30
N  -0.24  -1.23  1.49
N  0.42  -1.66  -1.34
N  2.73  -5.35  -2.05
C  1.75  2.77  -1.65
C  0.77  -0.99  -4.76
C  -3.07  -0.98  6.50
C  -1.93  1.20  2.16
C  -2.45  -0.03  4.26
C  -0.11  3.97  -0.44
C  2.21  1.79  -2.53
C  1.35  0.86  -3.10
C  -1.40  -2.04  4.93
C  1.47  -4.52  1.29
C  -0.73  -2.07  3.72
C  2.89  0.31  -5.03
C  -3.43  1.49  1.85
C  3.89  -5.20  1.15
C  2.17  -1.81  1.24
C  -1.76  -0.02  3.05
C  3.82  -0.16  0.14
C  -2.30  -1.03  5.21
C  -1.28  2.46  2.82
C  1.83  -4.63  -2.14
C  0.62  -2.74  -1.77
C  -0.47  1.92  -1.87
C  2.76  0.36  2.40
C  0.00  0.95  -2.76
C  0.49  -3.55  1.37
C  -0.91  -1.09  2.74
C  0.41  2.86  -1.31
C  0.83  -2.20  1.39
C  2.55  -0.33  1.02
C  1.87  -0.23  -4.02
C  3.14  -2.81  1.20
C  2.82  -4.16  1.24
B  -3.13  -1.87  -0.98
H  -0.03  -2.88  3.55
H  0.07  -1.48  -4.09
H  0.21  -0.32  -5.41
H  0.56  4.14  0.41
H  2.42  1.06  -5.67
H  2.39  -0.95  -3.37
H  -3.12  0.79  4.49
H  3.27  1.75  -2.74
H  -1.10  3.74  -0.07
H  -2.76  -0.12  7.11
H  -0.72  0.26  -3.20
H  -0.56  -3.81  1.40
H  2.46  3.46  -1.22
H  -4.14  -0.87  6.32
H  -1.22  -2.83  5.65
H  -1.53  2.00  -1.68
H  4.18  -2.55  1.11
H  1.19  -5.56  1.27
H  -2.91  -1.88  7.09
H  3.76  0.76  -4.55
H  4.03  -5.50  0.11
H  1.22  -1.77  -5.38
H  -0.17  4.89  -1.01
H  3.25  -0.50  -5.66
H  4.84  -4.83  1.53
H  3.62  -6.09  1.71

The value obtained for the HOMO-LUMO gap is 7.55 eV. For the HOMO energy, the calculation gives -8.93 eV. For the total energy, the calculation gives -89381.418 eV. The LUMO energy is -0.0508 Eh. The multiplicity is 1.

=====

Result set for ΔE to the lowest compared entry with this formula, charge and spin: 0.00; 31.28; 87.70; 0.00 kJ/mol, one per record in the order listed.